Record 1
Density functional theory data (ωB97M-V/def2-TZVPD) for 5 unconnected molecules or ions with the total composition C27H50BN2O13PS.

```
! RIJCOSX wB97M-V def2-TZVPD def2/J DEFGRID3
* xyz 0 1
C 0.84 5.81 3.23
O -0.43 5.10 3.28
B -0.39 3.97 2.43
O -0.67 4.17 1.05
C -0.01 2.48 2.98
O 1.41 2.65 3.21
C 1.91 2.53 1.89
O 2.86 3.04 1.42
O 1.10 1.62 1.20
C -0.10 1.29 1.96
C 0.02 -0.19 2.53
C 1.30 -0.44 3.42
C 1.91 -1.86 2.98
C 2.96 -1.63 1.83
S 4.58 -0.98 2.47
C 5.00 0.42 1.39
N 4.64 0.62 0.11
N 5.15 1.82 -0.28
C 5.81 2.31 0.76
O 5.78 1.47 1.85
C -1.41 1.19 1.07
P -1.11 0.62 -0.67
O -1.28 1.76 -1.60
O -2.37 -0.45 -1.02
O 0.28 -0.26 -0.88
H 0.78 6.71 2.55
H 1.69 5.18 2.86
H 1.08 6.10 4.28
H 0.01 4.80 0.73
H -0.66 2.27 3.87
H -0.88 -0.49 3.13
H 0.08 -0.87 1.64
H 0.97 -0.53 4.49
H 2.13 0.29 3.27
H 2.42 -2.26 3.89
H 1.08 -2.53 2.66
H 3.20 -2.65 1.42
H 2.54 -0.96 1.03
H 6.33 3.29 0.76
H -2.03 2.12 1.06
H -2.04 0.40 1.56
H -2.00 -1.36 -1.00
H 0.12 -1.22 -0.81
C -2.11 -5.88 -0.12
C -2.55 -5.06 -1.32
C -2.19 -3.66 -0.88
O -1.06 -3.77 -0.01
C -0.86 -5.14 0.33
H -1.93 -6.93 -0.35
H -2.87 -5.83 0.66
H -1.96 -5.35 -2.20
H -3.60 -5.18 -1.57
H -3.01 -3.20 -0.31
H -1.95 -3.00 -1.72
H 0.02 -5.50 -0.20
H -0.68 -5.23 1.40
C -3.35 -4.83 3.99
C -3.79 -4.02 2.78
C -3.43 -2.61 3.21
O -2.29 -2.72 4.07
C -2.10 -4.09 4.42
H -3.17 -5.89 3.76
H -4.11 -4.78 4.77
H -3.20 -4.31 1.91
H -4.85 -4.14 2.54
H -4.24 -2.15 3.78
H -3.19 -1.97 2.36
H -1.21 -4.46 3.89
H -1.91 -4.17 5.50
C -2.18 3.45 -3.87
C -2.85 4.75 -4.27
C -3.56 4.36 -5.55
O -3.90 2.97 -5.43
C -3.20 2.42 -4.29
H -1.93 3.39 -2.81
H -1.26 3.33 -4.45
H -3.59 5.04 -3.50
H -2.16 5.59 -4.40
H -2.91 4.47 -6.42
H -4.47 4.94 -5.72
H -3.94 2.25 -3.50
H -2.75 1.47 -4.57
C 3.01 1.10 -3.99
C 4.42 1.64 -3.85
C 5.26 0.40 -4.14
O 4.50 -0.40 -5.06
C 3.16 0.11 -5.13
H 2.26 1.87 -4.19
H 2.72 0.57 -3.07
H 4.60 2.40 -4.61
H 4.63 2.07 -2.87
H 5.43 -0.19 -3.24
H 6.23 0.65 -4.58
H 3.04 0.60 -6.10
H 2.45 -0.72 -5.06
*
```

As for the structure (SMILES): COB(O)[C@@H]1OC(=O)O[C@]1(CCCCSc1nnco1)CP(=O)(O)O.C1CCOC1.C1CCOC1.C1CCOC1.C1CCOC1. The calculation puts the total energy at -2910.84728 Ha.

Record 2
Density functional theory data (ωB97M-V/def2-TZVPD) for a molecular structure, C10H12ClI2MnN3S.

```
! RIJCOSX wB97M-V def2-TZVPD def2/J DEFGRID3
* xyz 1 5
Mn 0.49 1.15 -0.75
I 0.09 4.12 0.68
C -1.61 4.06 -0.54
I -2.33 2.09 -0.82
H -1.35 4.44 -1.52
H -2.41 4.61 -0.07
S 2.59 1.17 0.39
C 1.49 0.58 1.61
C 1.75 0.32 2.95
C 0.72 -0.12 3.74
C -0.57 -0.28 3.21
C -0.76 0.00 1.89
N 0.26 0.41 1.11
H 2.75 0.47 3.34
H 0.90 -0.32 4.79
H -1.40 -0.62 3.81
H -1.73 -0.09 1.42
Cl 0.91 2.21 -2.52
C -1.71 -1.88 -1.11
C -0.33 -1.84 -1.68
N 0.49 -0.82 -1.63
C 1.66 -1.21 -2.28
C 1.53 -2.48 -2.70
N 0.26 -2.87 -2.31
H -1.97 -0.90 -0.73
H -1.79 -2.60 -0.29
H -2.45 -2.15 -1.87
H 2.50 -0.54 -2.39
H 2.19 -3.14 -3.23
H -0.17 -3.76 -2.48
*
```

The calculation puts the total energy at -3157.16601 Ha. As for the relative energy (zero: lowest compared OMol25 entry of this formula, charge and spin): 24.8 kJ/mol.

Record 3
Density functional theory data (ωB97M-V/def2-TZVPD) for a single C29H38N6S molecule.

```
! RIJCOSX wB97M-V def2-TZVPD def2/J DEFGRID3
* xyz 0 1
C -7.20 -1.23 -0.77
C -5.71 -1.44 -0.47
N -4.95 -0.26 -0.14
C -5.38 0.45 1.05
C -4.16 1.21 1.60
N -3.40 1.77 0.50
C -2.04 1.77 0.48
C -1.29 1.65 1.69
C 0.07 1.66 1.66
C 0.87 1.56 2.92
C 0.72 1.80 0.40
C 2.12 1.80 0.25
C 2.69 1.93 -1.00
N 4.08 1.94 -1.21
C 5.08 1.42 -0.44
S 6.64 1.89 -0.79
N 4.75 0.57 0.54
C 5.72 -0.12 1.34
C 5.74 -1.62 1.03
C 4.39 -2.28 1.29
N 3.34 -1.79 0.40
C 3.44 -2.37 -0.94
C 2.57 -1.56 -1.89
C 1.17 -1.43 -1.37
C 0.12 -1.12 -2.22
C -1.17 -1.03 -1.75
C -1.43 -1.23 -0.40
C -0.39 -1.52 0.45
C 0.92 -1.63 -0.02
C 2.01 -2.02 0.94
C 1.87 2.12 -2.13
C 0.51 2.14 -2.00
C -0.10 1.96 -0.74
N -1.45 1.96 -0.68
C -4.14 1.97 -0.71
C -4.71 0.64 -1.24
H -7.71 -0.82 0.10
H -7.35 -0.55 -1.61
H -7.67 -2.18 -1.01
H -5.61 -2.14 0.36
H -5.23 -1.89 -1.35
H -5.72 -0.27 1.80
H -6.21 1.15 0.85
H -4.49 2.00 2.29
H -3.53 0.50 2.14
H -1.80 1.59 2.64
H 1.53 0.69 2.89
H 0.21 1.46 3.78
H 1.49 2.44 3.06
H 2.74 1.73 1.12
H 4.41 2.47 -2.00
H 3.88 0.04 0.43
H 6.71 0.32 1.15
H 5.47 0.03 2.40
H 6.05 -1.77 0.00
H 6.49 -2.10 1.67
H 4.08 -2.05 2.32
H 4.49 -3.38 1.22
H 4.48 -2.34 -1.27
H 3.11 -3.42 -0.94
H 2.57 -2.03 -2.88
H 3.00 -0.56 -2.00
H 0.33 -0.97 -3.27
H -1.97 -0.79 -2.43
H -2.44 -1.15 -0.03
H -0.58 -1.68 1.51
H 1.91 -1.44 1.86
H 1.87 -3.09 1.20
H 2.33 2.25 -3.09
H -0.13 2.28 -2.86
H -4.95 2.67 -0.50
H -3.46 2.41 -1.44
H -3.98 0.16 -1.91
H -5.62 0.86 -1.83
*
```

As for the structure (SMILES): CCN1CCN(c2cc(C)c3cc(NC(=S)NCCCN4CCc5ccccc5C4)ccc3n2)CC1. The calculation puts the total energy at -1854.64188 Ha. As for the relative energy (zero: lowest compared OMol25 entry of this formula, charge and spin): 0.0 kJ/mol.

Largest force on an atom: 2.99, 1.13, 0.74 (eV/Å)